Entry from the OMol25 dataset: C26H46N3O5P3PtS as an isolated structure at a distorted geometry (the ωB97M-V functional and the def2-TZVPD basis).

Its total energy is -3100.4960 Eh. For the HOMO energy, the calculation gives -6.22 eV. For the gap between HOMO and LUMO, the calculation gives 5.1 eV. The spin multiplicity is 1. The net charge is 0.

Positions of all 85 atoms, in Å:
Pt -0.45 0.70 0.37
C 4.12 1.03 -1.25
P 2.78 0.70 -0.10
C 2.80 -1.12 0.13
N 4.02 -1.60 0.08
C 4.21 -2.94 0.16
C 5.52 -3.47 0.10
C 5.70 -4.82 0.17
C 4.58 -5.69 0.30
C 3.31 -5.20 0.36
C 3.11 -3.79 0.29
N 1.85 -3.29 0.36
C 1.66 -2.00 0.28
P -0.13 -1.47 0.45
C -0.55 -2.38 1.96
C -1.01 -2.35 -0.93
C -1.10 -3.87 -0.76
C -0.30 -1.99 -2.24
C -2.43 -1.76 -0.95
C 3.19 1.50 1.49
C 4.55 1.00 2.00
C 3.22 3.01 1.22
C 2.12 1.20 2.55
H 5.09 0.72 -0.84
H 4.12 2.10 -1.47
H 3.92 0.47 -2.16
H 6.36 -2.79 0.00
H 6.69 -5.23 0.13
H 4.74 -6.76 0.36
H 2.45 -5.84 0.46
H -0.20 -3.41 1.92
H -1.64 -2.37 2.08
H -0.11 -1.87 2.82
H -0.13 -4.33 -0.65
H -1.58 -4.29 -1.65
H -1.72 -4.14 0.10
H 0.67 -2.50 -2.31
H -0.14 -0.92 -2.34
H -0.91 -2.32 -3.08
H -2.97 -1.96 -0.02
H -2.99 -2.24 -1.77
H -2.43 -0.68 -1.12
H 5.36 1.25 1.32
H 4.56 -0.08 2.16
H 4.76 1.48 2.95
H 4.05 3.30 0.57
H 3.35 3.53 2.17
H 2.28 3.35 0.79
H 2.01 0.13 2.73
H 1.15 1.60 2.27
H 2.44 1.66 3.49
C -4.87 0.91 1.94
C -3.55 1.64 2.05
C -2.60 0.90 2.98
C -3.75 3.06 2.54
O -2.98 1.57 0.71
P -2.33 2.80 -0.13
O -3.15 4.03 -0.13
O -0.88 2.85 0.37
O -2.28 2.06 -1.55
C -3.06 2.38 -2.73
C -2.65 3.74 -3.26
C -4.54 2.33 -2.39
C -2.69 1.28 -3.70
H -5.36 0.84 2.92
H -4.72 -0.10 1.55
H -5.54 1.44 1.26
H -3.05 0.82 3.98
H -1.65 1.43 3.07
H -2.40 -0.11 2.61
H -4.17 3.01 3.55
H -4.43 3.62 1.90
H -2.81 3.61 2.58
H -2.79 4.51 -2.50
H -3.25 4.00 -4.13
H -1.60 3.72 -3.57
H -4.81 3.12 -1.69
H -4.79 1.37 -1.94
H -5.13 2.45 -3.30
H -1.61 1.26 -3.86
H -3.19 1.44 -4.66
H -3.01 0.31 -3.31
O 1.15 1.24 -3.30
S 1.11 2.08 -2.07
N 1.41 1.15 -0.75